4 unconnected molecules or ions with the total composition C44H67F4NO6P2 at a distorted geometry. Source: the OMol25 dataset; level of theory: ωB97M-V with the def2-TZVPD basis set.

XYZ file:
```
124
Properties=species:S:1:pos:R:3:forces:R:3
P -3.2956 0.3395 1.1949 0.24 -1.74 0.19
P 1.7955 -4.8769 -0.2161 -1.54 -1.63 -1.14
F -5.7506 4.2583 -3.2260 -0.08 0.11 -0.09
F -3.4392 -1.5258 -6.6717 0.00 0.05 -0.03
F -0.5840 -4.1286 2.2340 -0.37 -0.25 0.54
F -3.0133 -7.2893 -2.8893 0.13 -0.59 0.16
O 2.8868 -5.3755 0.9340 -0.23 1.05 -0.11
O -3.6681 0.9237 -0.2532 0.23 0.25 0.90
O 0.9348 -1.1431 0.9781 0.89 -0.54 -0.06
O -4.0993 -0.8286 1.5293 -0.78 -0.78 0.29
O -3.4988 1.4099 2.3844 0.32 0.67 -1.55
O 2.9481 -2.0119 0.3698 3.47 0.87 -0.70
N 2.7585 -4.3151 -1.5440 0.35 0.51 1.12
C -2.8850 4.9457 -5.3174 -0.06 0.13 0.05
C -3.1189 2.7611 2.0617 0.53 1.11 0.73
C 5.7546 0.0044 2.1399 -0.73 -0.57 -0.41
C -2.8543 -3.7627 -6.2287 0.13 -0.03 -0.22
C -2.5377 -6.3507 1.0773 -0.04 -0.02 0.05
C -1.6155 -6.5834 -1.1309 0.25 0.04 -0.26
C 5.9277 1.9707 0.4345 -0.69 -0.94 -0.76
C 1.4721 0.2460 3.1145 0.07 0.00 1.32
C 5.4944 2.2374 -1.0290 0.34 1.09 0.09
C 3.2765 4.1411 1.5734 -0.29 0.60 -0.02
C -4.1494 -3.5725 -3.7769 0.13 -0.05 -0.19
C -5.0832 0.8495 -0.5742 -0.27 1.48 -0.54
C 1.7357 0.9924 4.4583 0.06 0.46 -1.47
C 0.2117 -1.7882 2.0672 -0.90 1.64 1.47
C -3.9381 3.7958 2.8325 -0.09 0.02 0.00
C 2.4720 4.5255 2.8283 -0.15 -0.89 -0.30
C -3.7772 -6.7642 0.6078 0.17 0.05 -0.02
C -3.9872 7.0117 -4.7659 0.07 -0.16 -0.04
C 2.5092 2.2980 4.1265 -0.56 -0.39 0.38
C -1.2856 -1.3863 2.0238 -0.11 -0.15 -0.41
C 6.5160 -2.4472 2.5093 0.74 0.24 -0.59
C 1.6527 3.3513 3.4199 0.30 0.79 -0.08
C 0.8812 -3.3681 0.4143 2.01 0.94 0.90
C -3.9416 -7.0791 -0.7341 -0.26 -0.08 -0.13
C 4.3719 3.2866 -1.2157 0.12 -0.90 -0.34
C -1.5585 -0.2147 1.0684 -0.06 0.84 -0.25
C -3.4696 -2.5886 -5.8423 0.00 -0.28 0.21
C -3.5308 -4.7612 -4.1462 -0.12 0.19 0.09
C -2.8563 -6.9848 -1.5811 0.07 0.01 0.47
C -4.8359 4.9389 -3.9439 0.24 0.19 -0.21
C 1.8134 -2.1144 0.5420 -4.74 -1.08 0.33
C -5.5113 2.2170 -1.1502 0.14 -1.08 0.80
C -3.8232 4.2436 -4.5745 0.01 -0.26 0.03
C 5.0603 0.8452 1.0458 0.45 0.43 0.65
C 0.4400 -3.3294 1.9078 2.01 1.85 -1.90
C 0.8864 -1.1520 3.3481 -0.28 -0.54 -0.40
C -4.1156 -2.4757 -4.6271 -0.12 0.22 0.10
C 2.4035 3.9343 0.3113 0.88 -0.32 -0.01
C -1.4590 -6.2587 0.2063 -0.29 -0.07 0.18
C -4.9337 6.3135 -4.0302 -0.19 0.13 0.13
C -2.8823 -4.8536 -5.3702 -0.09 0.13 0.08
C 2.9741 2.8832 -0.6750 -0.54 0.92 -0.01
C -2.9650 6.3284 -5.4115 0.06 0.06 -0.05
C 6.4726 -1.2270 1.5400 -0.35 -0.08 0.89
H -2.4125 -6.0990 2.1225 0.00 0.02 -0.03
H -5.2419 0.0531 -1.3008 0.15 -0.13 0.25
H 5.8877 -1.5404 0.6736 0.29 0.17 -0.18
H -4.6583 -3.5001 -2.8239 0.02 0.02 -0.01
H 6.3763 2.6402 -1.5481 -0.17 -0.10 -0.07
H -2.3965 -5.7775 -5.6573 -0.02 0.01 -0.01
H -4.9016 -7.3939 -1.1232 0.03 -0.01 -0.02
H 2.4309 4.8808 -0.2414 -0.44 -0.02 0.13
H 4.2602 3.4158 -2.2994 0.11 0.14 0.13
H -1.6408 -1.1896 3.0363 0.09 0.10 -0.07
H 2.3899 -3.4236 -1.8772 -0.04 -0.19 -0.12
H 0.9702 3.8052 4.1511 -0.04 -0.30 -0.02
H 4.7585 0.1916 0.2270 -0.05 -0.17 0.13
H -5.6770 0.7070 0.3286 0.13 -0.55 -0.10
H 0.7334 0.8507 2.5904 0.22 -0.07 -0.34
H 5.2197 1.3205 -1.5609 0.06 -0.06 0.26
H -5.6285 2.8821 -0.2901 -0.06 0.25 -0.32
H -3.1815 3.0090 0.9976 -0.17 -0.56 0.01
H -1.4190 -0.5920 0.0508 -0.15 0.25 -0.01
H 2.4655 -6.1516 1.3311 0.31 0.07 -0.09
H 5.9883 -3.3021 2.0798 -0.16 0.13 0.20
H 1.3681 3.7007 0.5801 0.09 0.01 -0.09
H 3.9235 3.2856 1.7726 -0.15 -0.02 0.01
H 1.6467 -1.8594 3.7059 0.04 0.30 0.13
H 3.3814 2.0092 3.5283 -0.02 0.20 0.06
H 3.1682 4.8939 3.5888 -0.24 0.22 -0.02
H 6.9628 1.6113 0.4045 -0.04 0.17 0.17
H -4.5849 -1.5389 -4.3540 0.01 0.00 -0.05
H 2.3358 0.3894 5.1438 -0.31 -0.06 0.09
H -4.7756 2.6251 -1.8367 -0.13 -0.11 -0.10
H -6.4806 2.0477 -1.6243 0.09 0.42 -0.12
H 6.1237 -2.2169 3.5018 0.01 -0.05 -0.10
H -5.7424 6.8267 -3.5261 0.00 -0.04 0.01
H -4.6172 -6.8391 1.2859 -0.01 0.01 -0.04
H 2.8661 2.7408 5.0642 0.14 -0.02 -0.17
H 3.9341 4.9935 1.3624 0.16 -0.26 0.07
H 4.7311 4.2496 -0.8369 -0.25 -0.09 0.20
H 2.2757 2.8947 -1.5219 0.12 -0.23 0.06
H 0.7421 1.2458 4.8460 0.28 -0.13 0.55
H -4.0476 8.0899 -4.8362 -0.03 -0.02 0.01
H 5.8780 2.8984 1.0101 0.16 -0.11 0.03
H -4.9908 3.5202 2.9371 0.14 -0.12 -0.11
H 0.1253 -1.0389 4.1273 0.13 -0.34 0.01
H 4.9518 -0.3891 2.7832 0.17 0.06 -0.01
H 0.0971 -2.9510 -0.2277 -0.18 -0.93 -0.23
H -1.9081 -2.2134 1.6726 0.12 0.02 0.04
H -2.2302 6.8752 -5.9884 -0.02 -0.02 0.01
H 1.0263 2.9623 2.6090 0.12 -0.27 0.17
H 7.5606 -2.7634 2.5990 -0.18 -0.09 0.32
H -3.9025 4.7390 2.2784 0.02 -0.07 0.09
H -3.5333 3.9922 3.8278 -0.08 -0.18 -0.05
H 1.7472 5.2935 2.5348 0.29 0.22 0.23
H -3.7729 3.1661 -4.4829 -0.04 0.01 -0.01
H 7.4928 -0.9607 1.2525 -0.17 -0.06 -0.27
H 4.1298 1.2295 1.4752 0.10 0.19 -0.19
H 3.6946 -4.0711 -1.2089 -0.07 -0.10 -0.08
H 6.3967 0.6028 2.7958 0.05 -0.01 -0.20
H -2.0693 2.9036 2.3576 -0.08 -0.16 -0.17
H 1.3891 -3.4866 2.4394 -0.62 -1.02 0.62
H 2.9265 1.8735 -0.2609 0.24 0.10 0.08
H -2.0911 4.4122 -5.8236 -0.02 -0.02 0.03
H 2.4208 0.2310 2.5779 -0.23 -0.17 -0.35
H -0.4931 -5.9322 0.5672 -0.12 -0.12 -0.11
H -0.8667 0.6280 1.1702 0.01 -0.16 0.12
H -3.5545 -5.6094 -3.4834 -0.10 0.32 -0.24
H -0.7830 -6.5240 -1.8217 0.00 0.01 0.02
H -2.3608 -3.8185 -7.1905 -0.01 0.04 0.01
```
Forces are in eV/Å.

Summary:
SMILES string: CCCCCCCCCCCCCCCC[C@@]1(CCP(=O)(OCC)OCC)OC(=O)[C@@H](P(N)O)[C@@H]1F.Fc1ccccc1.Fc1ccccc1.Fc1ccccc1
Lowest unoccupied orbital energy, eV: 0.349
Orbital gap, eV: 8.70
HOMO, eV: -8.35
Largest force on an atom, eV/A: 4.9

Mulliken atomic charge list, values in e, 4 entries: P 0.72; P 0.40; F -0.28; F -0.32